Density functional theory data (ωB97M-V with the def2-TZVPD basis set) for 12 unconnected molecules or ions with the total composition H24O12.

Element x y z (Å)
O  -3.045  1.736  -1.671
H  -3.280  2.310  -2.324
H  -2.556  1.041  -1.869
O  -1.034  1.874  1.296
H  -0.475  2.538  1.035
H  -0.766  1.148  0.803
O  2.841  -0.144  0.252
H  3.144  0.396  -0.512
H  2.903  -1.121  0.134
O  0.639  -2.719  1.013
H  0.187  -3.533  0.769
H  0.005  -1.970  0.543
O  0.526  1.656  -2.412
H  0.727  2.483  -2.257
H  0.285  1.318  -3.390
O  2.088  -1.409  3.100
H  1.869  -0.519  2.998
H  1.459  -1.763  2.307
O  -2.547  -1.346  0.600
H  -2.581  -1.211  -0.423
H  -3.201  -0.703  1.036
O  -0.952  -0.949  2.995
H  -1.735  -0.341  3.133
H  -1.105  -1.058  2.051
O  0.037  -0.131  -0.151
H  0.935  -0.097  0.029
H  -0.021  0.565  -0.798
O  2.974  0.718  -2.547
H  3.014  -0.129  -2.804
H  1.996  1.075  -2.740
O  -2.062  -0.888  -2.215
H  -3.039  -1.264  -2.289
H  -1.413  -1.383  -2.546
O  1.476  1.186  2.658
H  2.155  1.290  2.001
H  0.553  1.344  2.195

## Properties
SMILES ... O.O.O.O.O.O.O.O.O.O.O.O
Energy above the lowest of the compared OMol25 structures with the same formula, charge and spin ... 5.0095 eV
Net charge ... 0
DFT total energy ... -917.1413 Eh
Gap between HOMO and LUMO ... 7.84 eV
HOMO level ... -8.76 eV

These are the natural (NBO) partial charges, in e, on atoms 1 to 8: number 1, O, carries -0.95; number 2, H, carries 0.47; number 3, H, carries 0.47; number 4, O, carries -0.93; number 5, H, carries 0.46; number 6, H, carries 0.48; number 7, O, carries -1.00; number 8, H, carries 0.51

***

Density functional theory data (ωB97M-V with the def2-TZVPD basis set) for 12 unconnected molecules or ions with the total composition H24O12.

Element x y z (Å)
O  0.681  0.085  0.486
H  0.273  -0.802  0.481
H  0.737  0.358  -0.393
O  1.896  2.177  -0.217
H  1.893  1.536  -0.840
H  1.222  1.921  0.417
O  4.578  0.965  -0.594
H  4.703  0.696  0.305
H  4.123  1.856  -0.587
O  -3.596  -1.362  1.122
H  -4.048  -1.413  1.966
H  -2.822  -1.045  1.456
O  -3.101  1.305  -1.809
H  -2.943  0.324  -1.692
H  -2.655  1.562  -2.560
O  -1.320  -2.894  1.163
H  -2.217  -2.713  1.019
H  -1.253  -3.435  0.366
O  -1.482  3.210  0.909
H  -1.307  2.312  0.507
H  -2.346  3.479  0.631
O  4.339  -1.482  0.715
H  4.525  -1.144  1.558
H  3.954  -2.359  0.831
O  2.089  -1.809  -0.640
H  2.943  -2.100  -0.974
H  2.231  -0.870  -0.433
O  -0.381  0.746  -2.652
H  0.564  0.353  -2.719
H  -0.595  0.560  -1.756
O  -2.333  -1.405  -1.777
H  -2.607  -2.293  -2.065
H  -2.150  -1.491  -0.842
O  -0.882  1.506  2.938
H  -1.353  2.179  3.543
H  -1.361  1.489  2.136

## Properties
SMILES ... O.O.O.O.O.O.O.O.O.O.O.O
Energy above the lowest of the compared OMol25 structures with the same formula, charge and spin ... 4.0090 eV
Net charge ... 0
DFT total energy ... -917.1780 Eh
Gap between HOMO and LUMO ... 10.74 eV
HOMO level ... -10.91 eV

These are the natural (NBO) partial charges, in e, on atoms 1 to 8: number 1, O, carries -0.95; number 2, H, carries 0.51; number 3, H, carries 0.44; number 4, O, carries -0.92; number 5, H, carries 0.44; number 6, H, carries 0.49; number 7, O, carries -0.96; number 8, H, carries 0.47

***

Density functional theory data (ωB97M-V with the def2-TZVPD basis set) for 12 unconnected molecules or ions with the total composition H24O12.

Element x y z (Å)
O  5.303  7.864  -6.181
H  6.024  8.152  -6.740
H  4.666  8.577  -6.223
O  5.574  6.147  -11.865
H  5.337  5.935  -10.963
H  5.059  5.541  -12.398
O  4.740  5.512  -9.060
H  4.675  4.673  -9.517
H  5.481  5.403  -8.464
O  4.171  10.693  -12.596
H  4.876  11.335  -12.689
H  4.147  10.498  -11.660
O  7.197  9.261  -11.491
H  8.013  8.883  -11.820
H  7.198  10.159  -11.823
O  3.282  7.560  -13.535
H  4.133  7.709  -13.123
H  3.253  6.616  -13.690
O  7.443  8.126  -7.933
H  8.066  7.685  -8.511
H  7.573  9.058  -8.105
O  4.307  8.231  -9.797
H  4.650  8.076  -8.917
H  5.064  8.123  -10.373
O  2.614  6.686  -7.977
H  3.516  6.529  -8.254
H  2.637  6.602  -7.024
O  1.353  8.953  -7.918
H  0.626  8.587  -7.415
H  1.865  8.191  -8.190
O  2.206  6.711  -11.004
H  2.787  7.027  -10.312
H  2.221  7.403  -11.665
O  2.397  10.261  -10.000
H  1.842  10.068  -9.244
H  3.100  9.613  -9.953

## Properties
SMILES ... O.O.O.O.O.O.O.O.O.O.O.O
Energy above the lowest of the compared OMol25 structures with the same formula, charge and spin ... 1.8269 eV
Net charge ... 0
DFT total energy ... -917.2582 Eh
Gap between HOMO and LUMO ... 9.47 eV
HOMO level ... -9.85 eV

These are the natural (NBO) partial charges, in e, on atoms 1 to 8: number 1, O, carries -0.96; number 2, H, carries 0.49; number 3, H, carries 0.47; number 4, O, carries -0.96; number 5, H, carries 0.48; number 6, H, carries 0.47; number 7, O, carries -0.95; number 8, H, carries 0.49

***

Density functional theory data (ωB97M-V with the def2-TZVPD basis set) for 13 unconnected molecules or ions with the total composition H24O16S.

Element x y z (Å)
S  -4.112  -15.810  16.837
O  -4.121  -15.463  15.434
O  -3.577  -17.187  17.010
O  -3.237  -14.824  17.495
O  -5.428  -15.772  17.483
O  -3.587  -13.092  19.708
H  -2.647  -13.276  19.811
H  -3.858  -13.707  19.005
O  -3.654  -17.874  13.836
H  -3.911  -17.369  14.628
H  -2.698  -17.959  13.924
O  -1.072  -16.902  15.684
H  -1.349  -16.165  15.119
H  -1.840  -17.059  16.277
O  -2.514  -12.355  16.500
H  -1.865  -12.636  15.847
H  -3.006  -13.181  16.714
O  -5.841  -14.171  13.619
H  -5.208  -14.659  14.182
H  -6.639  -14.123  14.156
O  -7.852  -16.154  16.189
H  -7.012  -15.981  16.672
H  -8.466  -16.425  16.876
O  -2.455  -17.749  19.489
H  -1.795  -17.070  19.679
H  -2.771  -17.522  18.583
O  -6.499  -16.074  19.931
H  -5.859  -16.412  20.565
H  -5.961  -15.880  19.123
O  -5.203  -19.397  16.994
H  -4.763  -18.516  16.918
H  -4.901  -19.877  16.218
O  -1.086  -15.194  18.951
H  -0.412  -14.853  18.357
H  -1.922  -15.229  18.386
O  -6.982  -13.317  17.914
H  -6.371  -14.067  17.793
H  -6.810  -13.018  18.812
O  -2.097  -14.282  14.080
H  -2.895  -14.494  14.629
H  -2.452  -14.098  13.205

## Properties
Energy above the lowest of the compared OMol25 structures with the same formula, charge and spin ... 0.0000 eV
Net charge ... -2
DFT total energy ... -1616.6257 Eh
Gap between HOMO and LUMO ... 9.81 eV
HOMO level ... -4.57 eV

These are the natural (NBO) partial charges, in e, on atoms 1 to 8: number 1, S, carries 2.67; number 2, O, carries -1.10; number 3, O, carries -1.10; number 4, O, carries -1.11; number 5, O, carries -1.10; number 6, O, carries -0.98; number 7, H, carries 0.47; number 8, H, carries 0.50

***

Density functional theory data (ωB97M-V with the def2-TZVPD basis set) for 13 unconnected molecules or ions with the total composition H24O16S.

Element x y z (Å)
S  -0.098  0.022  0.106
O  -0.633  -0.804  -0.923
O  0.863  -0.687  1.040
O  0.635  1.129  -0.522
O  -1.058  0.666  0.912
O  1.149  -2.306  -2.127
H  0.321  -1.831  -1.656
H  0.927  -1.851  -3.058
O  0.501  -3.175  1.269
H  0.684  -3.727  0.431
H  0.862  -2.298  1.026
O  -1.715  2.896  2.095
H  -1.736  2.784  3.028
H  -1.336  1.961  1.704
O  -3.514  0.819  0.349
H  -2.585  0.726  0.477
H  -3.922  1.206  1.147
O  -1.403  0.408  -3.273
H  -0.918  1.181  -3.027
H  -1.211  -0.053  -2.398
O  1.788  -0.377  3.293
H  2.462  0.346  3.237
H  1.396  -0.520  2.478
O  3.531  -0.758  0.525
H  3.518  -1.584  0.842
H  2.632  -0.748  0.555
O  -2.279  -3.009  -1.319
H  -1.656  -2.201  -1.301
H  -2.326  -3.582  -0.633
O  2.639  1.022  -2.204
H  2.907  0.312  -2.571
H  1.967  0.750  -1.611
O  1.553  3.019  0.923
H  1.131  2.413  0.148
H  0.785  3.588  1.133
O  -2.048  -1.215  2.525
H  -2.046  -2.202  2.314
H  -1.496  -0.621  1.936
O  -0.430  2.769  -2.312
H  0.152  3.214  -2.945
H  0.023  2.336  -1.613

## Properties
Energy above the lowest of the compared OMol25 structures with the same formula, charge and spin ... 4.5311 eV
Net charge ... -2
DFT total energy ... -1616.4592 Eh
Gap between HOMO and LUMO ... 9.74 eV
HOMO level ... -4.42 eV

These are the natural (NBO) partial charges, in e, on atoms 1 to 8: number 1, S, carries 2.74; number 2, O, carries -1.06; number 3, O, carries -1.09; number 4, O, carries -1.11; number 5, O, carries -1.06; number 6, O, carries -1.01; number 7, H, carries 0.50; number 8, H, carries 0.46

***

Density functional theory data (ωB97M-V with the def2-TZVPD basis set) for a molecular structure, H24O16SZn.

Element x y z (Å)
Zn  0.056  8.831  13.013
S  0.014  6.488  10.833
O  0.157  7.754  11.504
O  1.066  5.597  11.157
O  -1.277  5.855  11.205
O  0.126  6.778  9.399
O  1.271  3.599  9.707
H  1.898  3.822  9.019
H  1.252  4.370  10.274
O  -2.972  5.106  9.405
H  -2.431  5.419  10.130
H  -2.365  5.026  8.670
O  1.291  4.542  13.702
H  1.289  4.782  12.775
H  2.216  4.538  13.947
O  -1.151  10.144  11.962
H  -2.081  10.286  12.137
H  -1.028  10.445  11.062
O  1.545  10.077  12.547
H  1.957  10.500  11.793
H  2.064  10.367  13.297
O  2.018  7.328  7.631
H  1.266  7.156  8.198
H  2.720  6.788  7.993
O  -3.192  7.872  11.314
H  -2.432  7.299  11.212
H  -2.963  8.663  10.825
O  -0.246  9.398  8.894
H  0.128  8.597  9.261
H  -1.148  9.411  9.214
O  -1.618  4.161  13.197
H  -1.692  4.902  12.596
H  -0.687  3.942  13.196
O  3.562  6.068  11.239
H  3.897  6.115  10.344
H  2.616  5.962  11.137
O  -0.674  4.990  7.561
H  -0.373  5.758  8.047
H  0.106  4.672  7.107
O  -1.505  7.704  13.754
H  -1.594  6.761  13.618
H  -2.399  8.040  13.694

## Properties
Net charge ... 0
DFT total energy ... -3395.7335 Eh
Gap between HOMO and LUMO ... 6.11 eV
HOMO level ... -9.19 eV

These are the natural (NBO) partial charges, in e, on atoms 1 to 8: number 1, Zn, carries 1.79; number 2, S, carries 2.72; number 3, O, carries -1.23; number 4, O, carries -1.07; number 5, O, carries -1.07; number 6, O, carries -1.09; number 7, O, carries -0.96; number 8, H, carries 0.44

***

Density functional theory data (ωB97M-V with the def2-TZVPD basis set) for 12 unconnected molecules or ions with the total composition H25O12.

Element x y z (Å)
O  -3.105  2.314  0.544
H  -0.015  3.578  -0.533
H  2.143  -1.972  -1.810
O  -3.205  -0.323  1.756
H  -2.706  0.529  1.856
H  -1.351  -1.089  1.525
O  1.566  -0.581  1.727
H  -3.619  -1.378  -0.050
O  3.721  0.959  1.645
H  2.563  -0.002  1.730
H  3.880  1.301  2.585
O  2.117  0.777  -0.777
H  2.581  0.746  -1.574
H  1.722  1.713  -0.895
O  0.538  2.758  -0.921
H  1.166  2.595  0.771
H  -0.119  2.415  -1.595
O  -0.603  -0.680  0.895
H  1.556  -0.683  0.732
H  -3.859  2.630  0.011
O  2.549  -2.049  -1.013
H  3.381  -1.711  -1.064
H  -4.056  -0.290  2.260
O  -3.214  -1.578  -0.854
H  0.750  0.015  1.936
H  -3.455  -2.451  -1.084
O  -0.221  -3.415  -0.284
H  -0.570  -4.114  -0.872
H  0.808  -3.449  -0.454
O  1.257  2.756  1.737
H  3.240  1.659  1.047
H  -2.717  2.896  1.132
O  -0.948  -2.092  -3.643
H  -0.732  -1.083  0.154
H  -1.747  -2.661  -3.568
H  1.465  3.869  1.541
H  -0.763  -1.910  -4.593

## Properties
Energy above the lowest of the compared OMol25 structures with the same formula, charge and spin ... 3.1145 eV
Spin multiplicity ... 2
Net charge ... 0
DFT total energy ... -917.6257 Eh
Gap between HOMO and LUMO (alpha / beta) ... 3.08 / 10.42 eV
HOMO level (alpha / beta) ... -2.87 / -10.34 eV
Expectation value of S² ... 0.751

These are the natural (NBO) partial charges, in e, on atoms 1 to 8: number 1, O, carries -1.00; number 2, H, carries 0.35; number 3, H, carries 0.47; number 4, O, carries -1.00; number 5, H, carries 0.51; number 6, H, carries 0.50; number 7, O, carries -0.87; number 8, H, carries 0.48